Record 1
Density functional theory data (ωB97M-V with the def2-TZVPD basis set) for C9H16ClEuIN2O2P as an isolated structure in a non-equilibrium geometry.

```
33
Properties=species:S:1:pos:R:3:forces:R:3:mulliken_charge:R:1
C -2.9888 1.4617 -4.1080 -0.9 0.2 -2.1 -1.06
C -2.3362 0.6045 -3.1604 0.8 0.5 1.5 0.57
H -3.8114 0.9725 -4.6618 0.0 0.0 0.4 0.36
H -2.2602 1.7633 -4.8642 0.0 0.0 0.0 0.39
H -3.3650 2.4112 -3.6856 0.2 -0.4 0.4 0.35
O -2.4879 -0.1889 -2.2942 -0.5 0.2 -0.9 -0.39
I -1.1689 4.8367 -1.6099 -0.2 -1.7 0.0 -0.13
Eu -0.6127 1.9025 -1.5425 1.8 2.1 1.7 0.91
P 1.4677 -0.7201 -1.8764 3.7 -1.9 -1.4 1.18
C 1.6154 -2.5415 -1.6610 -1.5 -0.2 0.9 -1.36
C 1.4005 -0.6350 -3.7033 -1.0 1.0 -0.2 -1.20
H 3.2377 0.8663 -1.5359 0.3 -0.7 -0.1 0.27
H 3.8354 -0.5467 -2.4740 -0.2 -0.3 0.0 0.46
H 3.6210 -0.6424 -0.6881 -0.1 -0.1 0.0 0.39
C 3.2315 -0.2377 -1.6206 -0.5 1.6 1.0 -1.15
H 1.1855 0.3989 -4.0151 0.2 -0.3 -0.2 0.36
H 2.3928 -0.9190 -4.0802 -0.2 0.0 0.2 0.48
H 2.2330 -2.9819 -2.4529 0.0 0.4 0.0 0.43
H 0.6050 -2.9984 -1.6997 0.6 0.0 -0.1 0.45
H 0.6369 -1.2895 -4.1142 -0.1 -0.1 0.0 0.37
H 2.0441 -2.7864 -0.6801 -0.1 0.1 -0.3 0.40
C -0.8287 -1.0994 -0.5045 -3.6 -2.5 1.3 0.16
O -1.6967 -1.7822 -0.1770 3.2 2.2 -0.9 -0.13
Cl 1.8350 2.7375 -1.2131 -1.1 -0.5 -1.1 -0.34
N 1.9103 1.6725 2.6494 -0.6 -1.0 -0.5 -0.04
C 2.0134 0.2868 2.6785 -1.0 0.4 -1.3 -0.73
C 1.2651 -0.1792 1.6063 0.8 1.4 1.1 -0.35
N 0.7324 0.9070 0.9425 -0.9 0.8 -0.4 0.16
C 1.1126 1.9936 1.6019 0.3 -0.5 0.5 -0.32
H 2.3107 2.3310 3.3100 -0.1 -0.2 -0.1 0.24
H 2.5090 -0.2562 3.4372 0.5 -0.2 0.5 0.44
H 1.0647 -1.1883 1.3113 0.0 -0.3 0.0 0.41
H 0.8429 3.0129 1.3698 0.1 -0.1 0.0 0.41
```
Forces are in eV/Å.

Output
LUMO energy (spin up / spin down) = -8.402 / -10.726 eV
multiplicity = 7
total charge = +2
HOMO-LUMO gap (spin up / spin down) = 6.34 / 4.03 eV
E = -65888.40338 eV


Record 2
Density functional theory data (ωB97M-V with the def2-TZVPD basis set) for a 2-piece molecular cluster, C9H16N2 overall in a non-equilibrium geometry.

```
27
Properties=species:S:1:pos:R:3:forces:R:3:mulliken_charge:R:1
C 2.7102 -1.3638 -0.2639 1.1 -2.9 -3.7 -0.97
C 1.5506 -0.2450 -0.8261 0.6 -3.7 5.0 -0.48
C 1.1744 0.2961 0.6389 -0.5 -2.1 -1.4 0.40
C 0.6258 1.6149 0.3160 -5.7 0.5 0.8 -1.66
C -0.3623 1.9010 -0.9166 -1.7 -1.2 -0.8 -0.42
C 0.1350 -0.6206 1.3086 -2.0 1.1 0.9 -1.20
C -1.9409 -1.5221 -0.2772 0.6 -0.6 0.8 0.04
C -3.2544 -1.1491 -0.5546 4.7 3.6 0.9 -0.51
C -2.3434 0.5130 0.7997 2.0 -2.2 -1.5 -0.06
H 3.0293 -2.0635 -1.2685 -0.3 2.1 2.5 0.31
H 3.8244 -0.8548 0.1868 -3.9 -1.5 -1.3 0.26
H 2.2784 -2.3495 0.3301 1.0 3.2 -0.7 0.21
H 0.6074 -0.4605 -1.4691 2.2 -0.3 1.2 0.39
H 2.0416 0.6051 -1.0737 1.9 2.0 -2.2 0.35
H 2.1102 0.3742 1.3430 -1.7 -0.2 -1.5 0.48
H -0.0683 1.9429 1.1153 0.8 0.1 0.1 0.43
H 1.3153 2.2909 0.2137 4.3 3.8 0.0 0.66
H 0.0475 2.2765 -2.1260 -1.1 -1.1 4.2 0.24
H -1.3513 2.9658 -0.3238 2.8 -3.4 -2.3 0.20
H -0.7996 0.6901 -0.9401 0.1 4.4 -1.0 0.03
H 0.4173 -1.6310 1.5201 0.2 -1.0 -1.2 0.52
H 0.1221 -0.3511 2.4029 -1.1 0.6 -1.0 0.29
H -1.4028 -2.4721 -0.7210 -0.9 2.2 1.5 0.29
H -3.7407 -1.5588 -1.4195 -0.9 0.4 0.2 0.32
H -2.1042 1.4685 1.4487 -0.7 -2.3 -1.7 0.36
N -1.3377 -0.5584 0.6175 0.7 -0.4 1.3 0.02
N -3.2840 0.2616 -0.0614 -2.5 -1.2 1.0 -0.51
```
Forces are in eV/Å.

Output
LUMO energy = 0.716 eV
total charge = 0
HOMO-LUMO gap = 9.55 eV
E = -12563.24660 eV
ΔE to the lowest compared entry with this formula, charge and spin = 924.1 kJ/mol


Record 3
Density functional theory data (ωB97M-V with the def2-TZVPD basis set) for one molecule with the formula C9H16N2 in a non-equilibrium geometry.

```
27
Properties=species:S:1:pos:R:3:forces:R:3:mulliken_charge:R:1
C 2.2453 1.5404 0.0169 0.1 -0.2 -0.1 -1.34
C 1.6561 0.1669 -0.2882 -0.2 0.2 0.3 -0.63
C 0.1972 0.1011 0.1483 0.2 -0.1 -0.2 -0.30
C -0.7953 0.8964 -0.7117 0.1 0.0 0.3 -0.15
C -1.6272 1.9941 -0.0434 -0.1 -0.1 -0.2 -0.78
C -2.8934 1.2114 0.2344 0.3 0.3 0.0 -0.18
N -2.8747 0.0111 -0.1866 -1.1 0.0 0.8 -0.75
N -1.7549 -0.2425 -0.8864 3.0 -2.1 0.3 -0.03
C -0.5594 -1.2365 -0.0461 -2.3 1.7 -1.3 1.31
C -0.0249 -2.2142 -1.0537 0.0 0.2 0.1 -1.82
C -1.1449 -1.8705 1.1820 0.0 0.1 -0.1 -1.57
H 1.6816 2.3191 -0.4926 0.0 0.1 0.0 0.30
H 3.2815 1.5960 -0.3112 0.1 0.1 0.0 0.42
H 2.2148 1.7389 1.0871 0.0 0.1 0.1 0.36
H 2.2298 -0.5962 0.2412 0.1 -0.1 -0.1 0.37
H 1.7332 -0.0306 -1.3574 0.0 -0.1 -0.1 0.32
H 0.1395 0.4050 1.1987 -0.1 0.0 0.0 0.51
H -0.3840 1.1933 -1.6782 0.0 0.1 0.0 0.56
H -1.8229 2.8323 -0.7151 0.1 0.1 0.1 0.33
H -1.1825 2.3820 0.8760 0.0 0.1 0.0 0.30
H -3.7653 1.6213 0.7116 -0.2 0.0 0.2 0.44
H -0.7552 -2.9993 -1.2314 -0.1 -0.1 0.0 0.43
H 0.8909 -2.6690 -0.6764 0.1 -0.1 0.0 0.33
H 0.1883 -1.7204 -1.9961 0.1 0.0 -0.1 0.38
H -0.3657 -2.4186 1.7139 0.1 0.0 0.1 0.42
H -1.9372 -2.5634 0.9021 0.0 -0.1 0.0 0.38
H -1.5663 -1.1231 1.8520 0.0 0.0 0.0 0.38
```
Forces are in eV/Å.

Output
LUMO energy = 0.979 eV
total charge = 0
HOMO-LUMO gap = 8.89 eV
E = -12570.89782 eV
ΔE to the lowest compared entry with this formula, charge and spin = 185.9 kJ/mol


Record 4
Density functional theory data (ωB97M-V with the def2-TZVPD basis set) for one molecule with the formula C9H16N2O2 in a non-equilibrium geometry.

```
29
Properties=species:S:1:pos:R:3:forces:R:3:mulliken_charge:R:1
C 0.8386 0.6854 -1.9429 2.2 2.0 -2.0 -0.14
C 1.3607 -1.3909 -0.7975 -0.3 -1.1 2.0 -0.60
C 2.7325 -0.9006 -0.3664 -1.0 1.6 -0.5 -0.75
C 2.0826 0.9453 1.0399 2.2 2.0 -1.4 -0.67
C 0.6491 0.8009 0.8558 -3.8 -1.2 -0.6 0.08
C 0.3294 -0.3271 -1.0649 1.2 1.8 2.1 0.82
C -1.9737 0.2118 -1.8865 -0.1 -2.4 0.1 -1.12
C -1.4757 -1.6994 -0.4246 0.7 -0.5 -0.3 -1.11
C -0.8660 2.3716 1.8591 -2.7 -2.2 -1.7 -0.75
N 1.4456 1.4056 -2.6497 -1.8 -1.7 1.8 -0.59
N -0.9510 -0.7168 -1.3341 -0.7 -0.1 -0.3 -0.04
O 2.6933 -0.3325 0.9200 0.5 0.1 0.6 -0.41
O -0.1666 1.9822 0.6817 1.2 -1.3 0.4 -0.34
H 1.5296 -2.0718 -1.6146 -0.3 -0.2 -0.8 0.43
H 1.0275 -2.0567 0.0979 0.5 1.2 -1.5 0.36
H 3.2810 -1.8061 -0.3743 1.2 -0.6 0.5 0.43
H 3.2024 -0.1639 -1.0535 -0.3 -0.5 0.0 0.37
H 2.3685 1.7316 0.2108 0.2 -1.5 1.2 0.29
H 2.4996 1.3714 2.0145 -1.0 -0.5 -1.0 0.30
H 0.2273 0.1362 1.6798 0.2 0.6 -1.2 0.35
H -1.5325 0.8652 -2.5972 0.6 1.5 0.4 0.41
H -2.6652 -0.2903 -2.6056 0.4 -0.5 0.8 0.35
H -2.5737 0.4997 -1.0281 -0.1 1.2 -0.3 0.32
H -0.7508 -2.5066 -0.2412 -0.6 0.1 -0.5 0.34
H -1.6975 -1.3347 0.5608 -0.4 0.7 0.6 0.31
H -2.3529 -2.0355 -0.9124 -1.0 -0.9 0.0 0.45
H -0.6498 1.7187 2.6698 0.1 -0.7 0.8 0.40
H -2.0239 2.3574 1.6854 2.0 0.1 0.2 0.20
H -0.5658 3.3035 2.1270 0.7 3.0 0.7 0.31
```
Forces are in eV/Å.

Output
LUMO energy = 0.739 eV
total charge = 0
HOMO-LUMO gap = 8.35 eV
E = -16662.81563 eV
ΔE to the lowest compared entry with this formula, charge and spin = 626.4 kJ/mol


Record 5
Density functional theory data (ωB97M-V with the def2-TZVPD basis set) for a 2-piece molecular cluster, C9H16N2O2 overall in a non-equilibrium geometry.

```
29
Properties=species:S:1:pos:R:3:forces:R:3:mulliken_charge:R:1
O 3.7295 2.4250 -2.5006 -0.5 -2.2 0.2 -0.65
C 3.0968 1.3934 -2.2042 2.3 0.7 -1.9 0.61
C 3.3621 -0.0190 -2.6624 -0.4 1.6 1.0 -0.60
C 2.5998 -1.0568 -2.2524 -0.3 0.1 -2.7 -0.08
N 1.3118 -0.7998 -1.8206 -0.8 -0.4 3.4 -0.16
C 1.0435 0.5343 -1.1824 2.9 -2.1 -2.7 0.24
O 0.0339 0.7460 -0.6445 -2.4 0.6 1.7 -0.50
N 2.0585 1.4977 -1.3984 -4.0 1.6 4.1 -0.11
H 4.1002 0.0707 -3.4047 1.3 -1.1 -0.5 0.38
H 2.7153 -2.0961 -2.6526 0.3 1.0 0.6 0.30
H 0.8042 -1.6528 -1.3358 1.2 2.8 -1.2 0.26
H 1.8946 2.4264 -0.8062 0.5 -2.6 -2.1 0.30
C -3.1235 1.1887 3.9664 0.4 5.0 1.6 -1.04
C -2.9192 -0.2899 3.8706 -2.0 -0.9 3.6 -0.23
C -3.1498 -0.6744 2.4804 0.0 -0.2 -5.6 -0.29
C -2.7202 -2.0271 1.8927 3.0 -1.9 2.7 -0.47
C -2.8272 -2.3836 0.4371 0.8 1.6 -2.1 -0.92
H -2.5917 1.8192 3.1080 -1.3 -1.5 1.6 0.26
H -4.2647 1.6547 4.1259 2.9 -1.7 -0.8 0.24
H -2.5700 1.6071 4.9228 -1.1 -0.8 -1.7 0.30
H -3.7945 -0.6757 4.5094 1.0 0.0 -0.9 0.18
H -2.0823 -0.6774 4.5573 -0.4 0.6 -2.0 0.40
H -4.2466 -0.5593 2.1197 1.5 0.1 1.1 0.21
H -2.5897 -0.0153 1.7615 -0.5 0.3 0.9 0.13
H -3.2102 -2.6827 2.6200 0.0 -1.1 -0.7 0.32
H -1.6011 -2.2360 2.0136 -1.1 0.8 0.9 0.21
H -2.3051 -1.4794 -0.1403 -1.8 -1.4 0.9 0.13
H -2.2384 -3.2422 -0.0791 -1.1 0.9 1.9 0.28
H -3.8928 -2.5086 0.3005 -0.2 0.1 -1.3 0.30
```
Forces are in eV/Å.

Output
LUMO energy = 0.252 eV
total charge = 0
HOMO-LUMO gap = 9.68 eV
E = -16665.05644 eV
ΔE to the lowest compared entry with this formula, charge and spin = 410.2 kJ/mol


Record 6
Density functional theory data (ωB97M-V with the def2-TZVPD basis set) for a 2-piece molecular cluster, C9H16N2O2 overall in a non-equilibrium geometry.

```
29
Properties=species:S:1:pos:R:3:forces:R:3:mulliken_charge:R:1
O -0.1173 -1.7072 -0.3833 2.6 -2.1 -1.0 -0.56
C -1.1428 -1.1563 -0.2619 -0.5 2.3 0.1 0.59
C -2.3533 -1.8174 0.0799 -1.0 1.2 -0.6 -0.91
C -3.4162 -1.0713 0.1027 -4.2 3.5 0.8 0.02
N -3.3493 0.3664 0.0098 -5.1 0.9 2.9 -0.21
C -2.2161 1.0486 0.0524 4.1 4.1 0.6 0.31
O -1.9791 2.2571 0.4532 -1.8 -4.6 -1.8 -0.64
N -1.1911 0.2513 -0.4377 1.3 0.6 -0.9 -0.04
H -2.6161 -2.7761 -0.1593 0.6 -2.9 0.1 0.39
H -4.5252 -1.3614 0.2501 2.2 0.0 -0.4 0.35
H -4.1571 0.9819 0.5187 2.4 -2.3 -1.7 0.36
H -0.3142 0.7396 -0.8536 -2.2 -1.4 1.4 0.58
C 3.7318 -2.1441 0.1774 -0.8 -0.4 4.0 -1.07
C 2.5027 -1.1088 0.3313 5.8 1.1 2.1 -0.56
C 3.0910 0.3121 -0.1066 -4.7 -1.6 -0.3 -0.74
C 1.9794 1.3673 0.1166 -1.3 2.1 -1.0 -0.09
C 2.3229 2.9058 -0.2585 -1.2 0.0 0.2 -0.91
H 4.2576 -2.3070 -0.7687 -0.9 -0.3 -0.1 0.35
H 4.4625 -1.5559 0.7755 0.2 -0.9 -0.2 0.30
H 3.5180 -3.1670 0.8990 0.7 2.7 -2.6 0.24
H 2.2821 -1.0324 1.4331 -0.2 -0.4 -1.1 0.27
H 1.7430 -1.3743 -0.2513 -2.9 -0.8 -1.8 0.60
H 3.8989 0.5626 0.4899 1.9 0.5 0.8 0.56
H 3.2817 0.1503 -1.1480 0.7 0.5 -0.7 0.30
H 1.6563 1.4188 1.1668 0.6 -0.3 0.0 0.28
H 0.9292 1.2526 -0.3523 2.4 -0.4 0.4 -0.55
H 2.1418 3.2359 -1.4558 0.1 -1.0 3.5 0.24
H 1.5532 3.4945 0.5979 2.7 -1.0 -3.0 0.24
H 3.4461 3.0006 -0.1048 -1.5 0.6 0.2 0.30
```
Forces are in eV/Å.

Output
LUMO energy = 0.298 eV
total charge = 0
HOMO-LUMO gap = 10.33 eV
E = -16664.04246 eV
ΔE to the lowest compared entry with this formula, charge and spin = 508.0 kJ/mol